1.
{
  "formula": "C6H10N2O",
  "method": "ωB97M-V with the def2-TZVPD basis set",
  "smiles": "CC(C)=CC(N)=O.C#N",
  "e_above_lowest_kcal_mol": 46.7,
  "homo_ev": -8.915,
  "charge": 0,
  "lumo_ev": 0.7,
  "orbital_gap_ha": 0.3537,
  "species": ["C", "C", "C", "C", "C", "N", "O", "H", "H", "H", "H", "H", "H", "H", "H", "H", "C", "N", "H"],
  "coordinates": [[-1.27232, 0.50627, -2.06814], [-0.82191, -0.00186, -0.73763], [-1.86633, -0.05710, 0.31878], [0.49231, -0.21527, -0.48186], [1.04719, -0.84884, 0.77473], [2.35406, -1.29829, 0.57781], [0.35263, -1.40916, 1.63071], [-1.87258, 1.41888, -1.92903], [-1.92075, -0.23835, -2.53926], [-0.43827, 0.72878, -2.74028], [-1.97912, 0.94255, 0.74691], [-1.55909, -0.72756, 1.11975], [-2.82655, -0.36355, -0.09294], [1.18291, -0.16801, -1.31468], [2.80304, -1.66791, 1.40421], [2.95672, -0.79039, -0.04817], [1.19074, 1.24523, 1.77460], [1.05414, 1.84681, 0.77792], [1.12319, 1.09777, 2.82658]],
  "mulliken_charge": [-1.3985, 1.2806, -1.3985, -0.9065, 0.7155, -0.4764, -0.6144, 0.3137, 0.3336, 0.3637, 0.2809, 0.3480, 0.4222, 0.1790, 0.2554, 0.2230, 0.1372, -0.3871, 0.3288]
}

---

2.
{
  "formula": "C6H10N2O2",
  "method": "ωB97M-V with the def2-TZVPD basis set",
  "smiles": "CCN/C(C)=C(\\O)OC#N",
  "e_above_lowest_kcal_mol": 83.7,
  "homo_ev": -8.260,
  "charge": 0,
  "lumo_ev": 0.4,
  "orbital_gap_ha": 0.3188,
  "species": ["C", "C", "N", "C", "C", "C", "O", "O", "C", "N", "H", "H", "H", "H", "H", "H", "H", "H", "H", "H"],
  "coordinates": [[1.86758, 1.17995, 0.06476], [1.13797, -0.06895, -0.49535], [-0.20574, 0.24877, -0.87266], [-1.29833, -0.15523, -0.12729], [-1.37241, -1.62499, 0.29987], [-2.18871, 0.75613, 0.30228], [-1.91882, 2.06101, 0.05436], [-3.48174, 0.40349, 0.66889], [-3.97281, -0.28824, -0.26249], [-4.54015, -0.86968, -1.07031], [2.11155, 1.82107, -0.80199], [1.06047, 1.70790, 0.71695], [2.79079, 0.78946, 0.58414], [1.12152, -0.70169, 0.38558], [1.70789, -0.56389, -1.25936], [-0.37851, 1.22616, -1.16409], [-2.21012, -1.87938, 0.99605], [-0.40173, -1.96168, 0.68371], [-1.85372, -2.30151, -0.47588], [-1.67612, 2.52327, 0.85660]],
  "mulliken_charge": [-0.9882, -0.4235, -0.2055, 0.2601, -1.1711, 0.3341, -0.5360, -0.4046, 0.5198, -0.4499, 0.2916, 0.2070, 0.3374, 0.1830, 0.3565, 0.3350, 0.3484, 0.3155, 0.3214, 0.3691]
}

---

3.
{
  "formula": "C6H10N2O5PS",
  "method": "ωB97M-V with the def2-TZVPD basis set",
  "e_above_lowest_kcal_mol": 0.5,
  "homo_ev": -5.268,
  "charge": -1,
  "lumo_ev": 3.4,
  "orbital_gap_ha": 0.3180,
  "species": ["C", "C", "C", "C", "C", "C", "N", "N", "O", "O", "O", "O", "O", "P", "S", "H", "H", "H", "H", "H", "H", "H", "H", "H", "H"],
  "coordinates": [[-0.39420, -2.79317, -1.61288], [1.07422, -2.42031, -1.59522], [0.27280, -2.55900, 0.59630], [-1.50091, 1.77410, 0.87823], [2.87769, -1.13709, 0.84404], [-0.37777, 1.31016, -0.00546], [-0.86737, -2.64356, -0.20843], [1.37599, -2.44701, -0.25871], [1.84831, -2.19794, -2.48448], [0.28788, -2.66719, 1.78664], [-2.58034, -0.85929, -1.13535], [2.66130, -2.38629, 0.14212], [-0.03447, 0.00998, 0.16121], [-1.86095, -1.29426, 0.07715], [-2.77710, -1.42172, 1.71976], [-0.42715, -3.88102, -1.86735], [-2.31763, 1.17353, 0.79148], [-1.28091, 1.66339, 2.01783], [-1.82004, 2.83622, 0.67041], [3.96004, -0.88876, 0.84623], [2.24059, -1.23451, 1.76278], [2.33854, -0.26029, 0.38973], [0.65334, 1.95238, 0.36194], [-0.84948, 1.54184, -1.03086], [-0.95712, -2.11616, -2.23073]],
  "mulliken_charge": [-0.4902, 0.5795, 0.2720, -1.2131, -0.4522, -0.1885, -0.0866, 0.3680, -0.6521, -0.5482, -0.7341, -0.4048, -0.4005, 0.8083, -0.4145, 0.2404, 0.3477, 0.2648, 0.3094, 0.3235, 0.2507, 0.0739, 0.1506, 0.2043, 0.3916]
}

---

4.
{
  "formula": "C6H10N2P",
  "method": "ωB97M-V with the def2-TZVPD basis set",
  "e_above_lowest_kcal_mol": 143.0,
  "homo_ev": [-12.424, -12.725],
  "charge": 1,
  "lumo_ev": [-5.3, -4.6],
  "orbital_gap_ha": [0.2626, 0.2976],
  "species": ["C", "C", "C", "C", "C", "C", "N", "N", "P", "H", "H", "H", "H", "H", "H", "H", "H", "H", "H"],
  "coordinates": [[-0.10576, 0.83870, -0.19832], [-0.26241, -1.82516, 0.57686], [-0.73460, 0.26643, -1.35241], [-0.80784, -2.17857, -0.68930], [-0.30570, -1.17056, -1.74311], [0.84053, 2.42498, 1.32102], [0.79346, 0.12707, 1.90326], [0.46241, 1.08772, 0.86868], [0.67287, -1.57475, 1.87241], [-1.81249, 0.29453, -1.15809], [-0.55193, 0.90307, -2.22633], [-0.44735, -3.16921, -0.98725], [-1.90242, -2.21351, -0.66834], [-0.70490, -1.42247, -2.72495], [0.78259, -1.20361, -1.79558], [0.18935, 2.72819, 2.14128], [0.74172, 3.13389, 0.50342], [1.87497, 2.41632, 1.66212], [1.27748, 0.53693, 2.69465]],
  "mulliken_charge": [0.5962, -0.0607, -0.5733, -0.0891, -0.7125, -0.8842, -0.3843, 0.1490, -0.2346, 0.3077, 0.3301, 0.2979, 0.2784, 0.3410, 0.3732, 0.3568, 0.3490, 0.3213, 0.2382]
}

---

5.
{
  "formula": "C6H10N3",
  "method": "ωB97M-V with the def2-TZVPD basis set",
  "e_above_lowest_kcal_mol": 147.8,
  "homo_ev": [-9.756, -10.659],
  "charge": 1,
  "lumo_ev": [-6.0, -5.5],
  "orbital_gap_ha": [0.1369, 0.1879],
  "species": ["C", "C", "C", "C", "C", "C", "N", "N", "N", "H", "H", "H", "H", "H", "H", "H", "H", "H", "H"],
  "coordinates": [[-3.01975, 0.55177, -0.88603], [-4.01963, -0.21416, 0.82646], [-2.05090, -0.20457, -0.16719], [3.08795, 1.05458, -0.01817], [2.62487, -0.34906, -0.14043], [-0.71906, -0.49212, -0.44931], [-4.12532, 0.63474, -0.21511], [-2.81365, -0.83062, 0.81747], [3.94325, -0.01834, 0.40721], [-3.09486, 1.18502, -1.83308], [-4.77873, -0.54503, 1.54182], [3.44793, 1.39511, -1.09295], [2.75418, 1.91561, 0.61872], [2.55401, -1.07244, -0.97695], [-0.17803, 0.03416, -1.23606], [-0.08176, -1.20294, 0.14409], [-2.59849, -1.57320, 1.44672], [4.78172, -0.04684, -0.17069], [4.28626, -0.22167, 1.38348]],
  "mulliken_charge": [-0.1038, 0.0621, 0.4725, -0.2109, -0.5779, -0.6606, -0.4290, -0.0513, -0.1866, 0.3665, 0.3618, 0.1998, 0.2497, 0.1381, 0.2775, 0.3284, 0.1947, 0.2956, 0.2734]
}

---

6.
{
  "formula": "C6H10N3",
  "method": "ωB97M-V with the def2-TZVPD basis set",
  "smiles": "C[C@@H]1N=[N+]=CC/C=C\\N1",
  "e_above_lowest_kcal_mol": 112.3,
  "homo_ev": [-12.911, -12.912],
  "charge": 1,
  "lumo_ev": [-6.3, -6.3],
  "orbital_gap_ha": [0.2446, 0.2447],
  "species": ["C", "C", "N", "N", "C", "C", "C", "C", "N", "H", "H", "H", "H", "H", "H", "H", "H", "H", "H"],
  "coordinates": [[2.67181, 0.23031, 0.17113], [1.29072, 0.15844, -0.43475], [0.73694, 1.46351, -0.57369], [-0.22481, 1.82623, 0.09814], [-1.28095, 1.41854, 0.59013], [-2.25629, 0.48526, -0.05012], [-1.83667, -0.94959, -0.35780], [-0.64912, -1.48216, -0.05086], [0.44998, -0.78507, 0.40427], [2.63395, 0.52534, 1.16650], [3.39191, 0.66390, -0.48429], [3.04888, -0.78028, 0.16882], [1.33040, -0.30365, -1.48504], [-1.63771, 1.93473, 1.41938], [-2.37250, 0.94637, -1.08799], [-3.23073, 0.24155, 0.38384], [-2.60013, -1.59141, -0.88453], [-0.50677, -2.55226, 0.04604], [1.04109, -1.44975, 0.96082]],
  "mulliken_charge": [-1.4475, 0.5025, -0.3799, 0.2998, -0.2376, -0.2545, -0.6766, -0.0987, -0.3902, 0.4124, 0.3879, 0.4266, 0.2400, 0.4227, 0.3284, 0.3899, 0.3706, 0.3895, 0.3146]
}